Record 1
DFT (ωB97M-V/def2-TZVPD) results for one molecule with the formula C26H32N2O5.

For the highest occupied orbital energy, the calculation gives -8.26 eV. Its gap between HOMO and LUMO is 7.9 eV. The energy above the lowest of the compared OMol25 structures with the same formula, charge and spin comes out at 337.96 kJ/mol. The SMILES is CCCOc1ccc([C@H]2/C(=C(/O)c3ccccc3)C(=O)C(=O)N2CCCN(C)C)cc1OC. The strongest force on any atom comes out at 0.835 eV/Å.

```
65
Properties=species:S:1:pos:R:3:forces:R:3
O 3.03111 3.83717 -0.21815 0.018 0.122 0.091
O 0.65727 -3.80087 1.75377 0.222 0.366 0.075
O 1.99701 -1.58287 3.02362 -0.205 0.187 -0.159
O 0.85443 4.39222 1.78789 0.255 -0.052 -0.154
O -1.22845 3.10831 2.72101 0.035 -0.005 0.123
N 1.66413 2.06543 -0.67449 -0.153 0.023 0.142
N 1.04795 2.61130 -5.03792 -0.099 -0.054 0.021
C -1.69769 -4.50210 1.73072 0.382 0.046 0.144
C 2.49032 1.47109 -1.69852 0.327 0.258 -0.290
C 1.41019 4.00086 -5.23110 0.063 -0.095 -0.001
C 0.90619 3.48113 0.96719 -0.731 -0.015 0.403
C -3.38650 -0.50974 0.67080 -0.092 -0.056 -0.039
C -0.05947 2.42406 0.81268 -0.076 0.283 0.081
C 2.01750 3.20156 -0.02895 0.480 0.125 -0.234
C -2.58702 0.61609 0.61459 0.019 0.185 0.173
C 2.30968 -2.82122 3.62269 0.195 -0.351 0.292
C -2.88940 -0.75571 3.00394 -0.001 -0.050 0.085
C 1.20635 -0.21668 1.34700 -0.034 -0.306 -0.086
C -0.05679 -2.25448 0.02029 0.052 -0.202 0.039
C 0.60590 -2.54657 1.20577 0.002 0.014 0.053
C -0.25053 -4.79498 1.32734 -0.466 -0.229 -0.197
C -1.93275 1.06408 1.75766 -0.297 0.013 0.158
C -0.21774 2.31672 -5.67654 0.067 -0.011 0.020
C -1.05264 2.24399 1.73325 0.356 0.176 -0.367
C -1.84599 -4.40233 3.24375 -0.012 0.035 -0.245
C -2.10133 0.37833 2.95750 0.052 0.093 -0.053
C 1.02674 2.23712 -3.63389 0.309 -0.063 -0.065
C 1.27790 -1.50158 1.87270 -0.013 0.187 -0.113
C 0.50277 0.06939 0.18896 0.099 -0.270 -0.194
C -3.53152 -1.20297 1.86125 -0.039 0.008 -0.052
C 0.38511 1.49793 -0.28723 -0.349 -0.310 0.129
C 2.42609 2.24251 -3.01937 -0.256 -0.098 0.180
C -0.11019 -0.96959 -0.48803 0.208 0.150 0.072
H 2.75688 3.26256 -2.82606 0.094 0.004 -0.034
H -2.88064 -4.20439 3.51169 -0.095 0.019 0.113
H -2.32640 -5.30590 1.34354 -0.019 0.010 -0.095
H -0.14663 2.56200 -6.73492 -0.072 -0.004 -0.055
H 2.41155 4.17483 -4.84615 0.046 0.114 0.000
H -1.60040 0.73622 3.84358 0.046 0.035 0.101
H -0.53313 3.81926 2.64925 -0.050 -0.173 -0.151
H 3.52374 1.48424 -1.33858 -0.100 -0.101 -0.008
H -0.43003 1.25215 -5.58323 -0.067 -0.030 -0.018
H -1.23043 -3.59197 3.62718 0.040 0.074 0.108
H -3.00892 -1.28835 3.93537 0.002 -0.052 0.085
H -4.15596 -2.08339 1.90045 -0.055 -0.081 0.005
H 1.71487 0.56629 1.88800 0.077 0.115 0.130
H 0.71330 4.69205 -4.73069 -0.030 0.036 0.025
H -1.53598 -5.32925 3.72140 0.019 -0.084 0.115
H 0.09843 -5.69907 1.83480 -0.056 0.042 -0.122
H 2.99722 -2.57587 4.43223 -0.038 -0.040 -0.053
H -0.29715 1.52903 -1.14863 0.071 -0.040 0.070
H -3.90081 -0.84756 -0.21673 -0.041 -0.021 -0.079
H -2.49416 1.16934 -0.30683 0.052 0.052 -0.134
H 0.35842 2.90013 -3.05211 -0.057 -0.067 -0.014
H 1.42414 -3.30908 4.03523 0.086 0.029 -0.034
H -0.64722 -0.78606 -1.40640 -0.103 0.065 -0.110
H -1.05875 2.88249 -5.24316 -0.033 0.022 0.007
H 2.79984 -3.49785 2.92056 -0.023 0.041 0.065
H 3.11578 1.78234 -3.72775 0.048 0.001 -0.036
H -0.55214 -3.04168 -0.52459 -0.058 -0.123 0.007
H -0.17409 -4.96071 0.24540 0.063 0.002 0.099
H 2.17118 0.43469 -1.83095 0.045 0.032 0.041
H 1.41018 4.22008 -6.29762 0.025 0.071 -0.020
H -2.01942 -3.56280 1.27626 -0.065 -0.074 -0.086
H 0.62812 1.21862 -3.58070 -0.067 0.023 0.044
```
Forces are in eV/Å.

=====

Record 2
DFT (ωB97M-V/def2-TZVPD) results for one molecule with the formula C26H32N4O2S.

For the highest occupied orbital energy, the calculation gives -7.19 eV. Its gap between HOMO and LUMO is 7.6 eV. The energy above the lowest of the compared OMol25 structures with the same formula, charge and spin comes out at 363.07 kJ/mol. The SMILES is CN(C)c1ccc([C@H](c2c([O-])n(C)c(=S)n(C)c2=O)[N@@H+]2CCC[C@@H]2Cc2ccccc2)cc1. The strongest force on any atom comes out at 2.398 eV/Å.

```
65
Properties=species:S:1:pos:R:3:forces:R:3
S -0.96821 1.02718 4.88033 -0.216 0.520 -0.495
O 2.32548 3.03899 2.13140 -2.096 -0.606 -0.583
O -2.22302 3.30537 0.75880 0.889 0.884 0.505
N 4.77796 1.09356 -2.48082 0.372 0.307 -0.174
N -1.45207 2.77257 2.85127 0.338 -0.759 -0.080
N -0.67822 4.89702 -0.88791 -0.836 -1.061 0.361
N 0.56318 1.66013 2.74820 0.196 0.605 1.307
C -0.63033 6.93928 -2.25529 0.476 -0.351 -0.528
C -1.79067 8.00615 1.03363 -0.151 -0.274 0.139
C 1.10954 2.78080 2.01535 1.513 0.815 -0.546
C -0.65596 7.39817 0.20970 0.205 0.653 0.283
C -2.63975 9.01649 0.54365 -0.081 -0.119 0.360
C 4.71650 -0.28099 -2.94236 0.010 -0.017 0.518
C 1.52797 0.74701 3.38549 -0.004 -0.033 0.166
C 1.37752 1.96968 -1.15921 1.387 0.003 -0.484
C 2.43949 1.21743 -1.72836 -0.363 0.561 0.279
C -1.08498 6.42944 -0.90608 -0.446 -0.577 0.351
C 1.54973 3.34217 -0.90105 -0.693 0.837 -0.061
C -2.82030 2.95984 3.27891 -0.237 0.083 0.144
C -0.67691 5.72999 -3.21584 0.523 0.266 -0.457
C -3.71086 9.48009 1.32729 0.218 -0.287 0.115
C -1.98489 7.53020 2.33152 -0.272 0.137 0.106
C 3.69608 1.81683 -2.00945 -0.678 0.472 -0.424
C -0.61971 1.86085 3.46380 0.262 -0.040 -0.730
C 6.15555 1.55559 -2.36276 0.263 0.053 -0.003
C -1.21047 3.18549 1.52295 0.290 0.031 -1.728
C 2.73634 3.97115 -1.28905 0.288 -0.896 -0.325
C -3.04917 7.98438 3.11790 -0.009 0.111 -0.255
C -0.95527 4.50635 -2.34447 -0.229 -0.319 0.522
C 0.54295 4.19921 -0.08314 1.756 1.504 -0.593
C 0.13628 3.42519 1.13080 -1.482 -0.692 1.754
C 3.75940 3.23320 -1.89438 -0.148 -0.090 0.414
C -3.93161 8.94584 2.60606 0.253 -0.147 -0.083
H -4.78047 9.28128 3.21220 0.380 -0.079 -0.290
H -1.27044 6.80614 2.72745 -0.301 0.064 -0.034
H 2.31844 0.45223 2.68946 -0.304 0.272 -0.044
H 5.47147 -0.41346 -3.74050 -0.497 0.026 0.235
H 2.29868 0.16050 -1.96897 -0.061 0.360 0.390
H -3.06885 4.01773 3.13123 -0.128 -0.308 0.097
H -1.46943 5.85744 -3.95764 0.084 -0.167 0.084
H 1.99065 1.18171 4.28887 -0.216 -0.051 -0.417
H -2.87778 2.67441 4.32474 -0.121 0.060 -0.040
H 6.24849 2.48805 -1.78033 -0.155 -0.547 -0.238
H 0.40949 7.28878 -2.18034 -0.262 0.007 0.084
H 0.47108 1.44661 -0.87451 -0.030 0.149 -0.007
H 3.71279 -0.51796 -3.32165 0.462 -0.057 0.075
H -4.38144 10.25876 0.94906 0.325 -0.312 0.083
H 2.89201 5.03103 -1.06329 -0.094 -0.340 -0.261
H -3.47727 2.33968 2.66288 -0.072 0.140 0.229
H -1.46579 4.42323 -0.36265 0.131 0.004 0.024
H -0.42284 3.57516 -2.61854 -0.200 0.674 0.280
H 1.09006 5.15370 0.20066 -0.237 -1.232 -0.106
H 0.93672 -0.11753 3.70465 0.403 0.124 -0.162
H 0.08830 6.94806 0.88894 -0.293 0.120 -0.282
H -0.16991 8.26256 -0.28712 0.058 -0.593 0.203
H 5.00039 -0.96458 -2.10781 -0.337 0.116 -0.529
H 6.62485 1.70989 -3.35632 -0.307 0.068 0.346
H 4.62364 3.76366 -2.27541 0.071 -0.082 0.206
H 0.27369 5.63372 -3.77705 -0.483 0.029 0.371
H -2.45264 9.47027 -0.43431 -0.099 -0.235 0.242
H -1.24204 7.79973 -2.57610 0.191 -0.423 0.135
H -2.04068 4.32082 -2.35956 0.400 -0.213 -0.016
H -2.19448 6.31674 -0.89100 0.697 0.219 -0.013
H -3.18448 7.57821 4.12467 0.009 0.199 -0.371
H 6.76279 0.76487 -1.87201 -0.313 0.431 -0.048
```
Forces are in eV/Å.

=====

Q: What is the gap between HOMO and LUMO in the second record?
A: 7.6 eV

=====

Q: Which of these has the lowest highest occupied orbital energy?
A: C26H32N2O5

=====

Q: The lowest highest occupied orbital energy belongs to which entry?
A: C26H32N2O5